1.
Computed, not measured: a cluster of 40 separate species, H80O40 in total at a distorted geometry, with ωB97M-V with the def2-TZVPD basis set.

Its spin multiplicity is 2. Its expectation value of S² is 0.7508. For the frontier orbital gap (alpha / beta), the calculation gives 2.11 / 9.41 eV. The value obtained for the lowest unoccupied orbital energy (alpha / beta) is 1.55 / 1.49 eV. The value obtained for the HOMO energy (alpha / beta) is -0.56 / -7.92 eV. The total charge is -1.

Atoms and positions in Å:
H -3.68133 -4.88351 2.35941
H -2.57860 -4.87376 3.30834
O -2.72322 -5.04066 2.36335
H 1.43264 -2.35433 1.08974
H 2.02952 -2.84957 -0.11532
O 2.30777 -2.49827 0.77350
H -1.74974 5.31754 1.06167
H -2.61103 4.69687 2.21086
O -1.74211 4.84631 1.88670
H 4.09531 3.01448 -3.89358
H 5.16608 2.35658 -3.04860
O 5.00950 2.80967 -3.89506
H 0.42583 -3.98694 2.74523
H -0.26126 -3.55887 4.04198
O 0.27812 -4.25839 3.66303
H -2.81549 -1.90332 4.67181
O -3.30509 -1.47144 5.38045
H -1.13793 -4.60685 -0.09219
O -0.98792 -3.63816 -0.11589
H 1.07515 3.16530 -3.53934
H 1.32554 3.90321 -2.04007
O 0.85795 3.87569 -2.89341
H 1.99720 -6.15024 -1.88426
H 1.63725 -6.06685 -0.48905
O 1.18359 -6.16676 -1.33538
H 1.32706 3.98799 0.80279
H 1.06105 2.89238 -0.16183
O 1.73996 3.13424 0.48025
H 0.38856 1.58470 -1.23850
H -0.59593 2.73897 -1.86425
O -0.50671 1.95930 -1.32862
H -3.19376 0.73352 -5.70063
O -2.40692 1.16493 -5.36775
H -2.50867 1.21972 1.84382
H -2.60228 2.10633 3.01780
O -2.77571 1.16111 2.80349
H -4.36976 0.73778 2.23960
H -5.70666 -0.07896 1.86943
O -5.18336 0.32028 2.57643
H -0.88518 -0.54892 -2.60808
H -1.20990 -1.63284 -1.58490
O -1.52179 -0.80209 -1.98034
H 3.20648 1.15611 -5.35067
H 3.12952 2.63799 -5.44064
O 2.64830 1.89035 -5.06859
H 1.89335 0.03505 0.86771
H 2.72850 1.21636 0.22769
O 2.06921 0.54694 0.06347
H 5.53996 -2.72070 1.33460
H 4.62102 -3.98822 0.99366
O 5.45381 -3.56009 0.86611
H -5.31258 3.54576 2.16761
O -4.40165 3.54281 2.43795
H 0.51510 -4.06099 -4.02234
H 0.04194 -4.46823 -2.85477
O -0.20056 -4.68143 -3.77914
H -1.13377 -0.66126 2.93170
O -0.56693 -1.40391 2.73688
H 0.09844 5.12301 0.10271
H 0.71032 6.21032 0.96436
O 0.95366 5.53786 0.29952
H -0.12260 0.26843 0.26982
H -1.43142 0.21098 -0.46534
O -1.03683 0.05891 0.42892
H 4.53810 0.06344 -2.12037
H 4.06582 -0.88419 -3.12672
O 4.17226 0.05912 -3.06357
H 2.15838 3.59340 3.16644
H 3.52412 3.68122 3.58556
O 2.68273 4.11280 3.79075
H -5.07541 -2.07448 -3.05243
H -5.29338 -0.70353 -3.10395
O -5.18707 -1.36297 -2.40925
H -4.20489 1.95733 -3.57672
H -4.14798 1.04180 -2.35173
O -4.75617 1.54811 -2.92475
H 4.59909 -0.53369 2.88380
H 4.10978 -1.82820 2.19752
O 4.29601 -0.88125 2.03793
H -1.14943 6.44118 -2.35534
H -0.28437 5.19368 -2.94068
O -0.82458 5.57004 -2.24500
H -2.27087 -4.78592 -3.16559
H -3.18463 -3.66473 -2.43620
O -3.15962 -4.50197 -2.87932
H -1.44087 -0.12640 5.05338
H -0.50132 0.85023 5.71073
O -1.05061 0.75550 4.90586
H 0.76521 -0.02499 -3.02974
O 1.35029 0.56555 -2.51602
H 2.54176 -6.27873 1.39789
H 1.05300 -6.44402 1.23938
O 1.71161 -5.78191 1.50500
H -4.38475 2.94440 3.19328
H -4.15420 -1.18825 5.01110
H -0.54458 -1.26824 1.77120
H -1.52567 -3.50893 0.67458
H -2.12566 1.74208 -6.07422
H 1.76779 -0.14472 -1.88307
O 4.18240 3.94906 1.69505
H 4.45224 4.87912 1.63599
H 3.65177 3.92217 0.84954
O 1.79007 -2.64987 -2.04199
H 0.99151 -2.19653 -2.35301
H 2.09168 -3.35047 -2.65277
O 2.49005 -2.16897 5.05731
H 1.87849 -2.61929 5.59680
H 2.13208 -1.82144 4.24231
O 5.00227 -0.01152 -0.47978
H 4.74182 0.90882 -0.46703
H 4.60519 -0.55994 0.23018
O -0.96944 -0.84853 -4.51128
H -1.53028 -0.11697 -4.18539
H -1.27981 -1.17574 -5.37041
O -3.02331 2.94064 -1.16482
H -2.75250 3.82405 -0.90104
H -2.33492 2.30878 -0.91605
O -3.43858 1.70254 5.67283
H -2.54787 1.29384 5.95317
H -3.88374 0.86526 5.51676

2.
Computed, not measured: a cluster of 40 separate species, H80O40 in total at a distorted geometry, with ωB97M-V with the def2-TZVPD basis set.

For the frontier orbital gap, the calculation gives 9.22 eV. The value obtained for the lowest unoccupied orbital energy is -0.71 eV. The value obtained for the HOMO energy is -9.92 eV.

Atoms and positions in Å:
H -0.80559 -3.53022 -2.46124
H -0.22028 -4.77993 -1.64904
O -0.41443 -4.44653 -2.56259
H -5.93803 1.16699 0.17287
H -5.43414 2.53492 -0.15746
O -6.17879 1.95303 -0.32982
H 3.50925 -4.33106 -1.63211
H 3.84949 -5.51184 -0.48536
O 3.50603 -5.17172 -1.40568
H -5.23166 -2.99332 -0.78031
H -4.29784 -3.70965 0.22403
O -4.65130 -2.85017 -0.03741
H 2.45170 -0.14031 -4.38929
H 1.56572 1.01681 -3.57387
O 1.80320 0.06016 -3.60893
H 0.93774 5.30420 -3.61668
O 1.28403 4.66617 -3.02639
H 0.16219 0.10451 -2.39131
O -0.64987 -0.35308 -2.76313
H 3.80020 -2.14480 -2.48548
H 2.41466 -1.69501 -2.86490
O 2.92762 -2.15444 -2.22153
H 4.93561 3.09539 1.26627
H 4.79037 2.64675 2.57953
O 5.45559 3.12396 2.01816
H -1.82822 0.74818 -4.43218
H -2.94342 1.80565 -4.41132
O -2.50303 1.13764 -4.76346
H 2.74543 -4.52569 0.61289
H 3.00142 -5.99318 0.95347
O 2.32539 -5.47359 1.02910
H 2.73543 -0.21312 -1.81666
O 2.37498 0.40473 -1.19463
H 0.78483 -3.12681 4.81906
H 1.48643 -1.96665 4.53055
O 1.64699 -2.76226 5.08654
H 0.18488 3.20165 2.33855
H 1.70206 3.61960 2.57352
O 1.07280 2.98833 2.55934
H -2.66448 4.78696 -0.96913
H -2.08487 6.03063 -0.56453
O -2.40652 5.61328 -1.36865
H -1.87284 4.00099 1.22868
H -3.11185 3.36871 1.69673
O -2.66589 4.19003 1.84148
H 0.50503 3.22312 4.35997
H -0.52063 3.87574 5.25166
O -0.44720 3.24242 4.48907
H 2.48777 -3.23389 -4.60552
H 2.20675 -2.24818 -5.72093
O 2.83975 -2.65538 -5.19904
H 1.14884 2.46772 0.62835
O 1.34271 2.72964 -0.36372
H -0.44513 -3.61655 0.31019
H -0.78996 -1.95874 0.21221
O -1.01867 -2.89360 0.48815
H 2.30434 1.47364 4.19928
O 1.95406 1.88655 5.07636
H -4.11206 0.49698 0.94174
H -4.05730 -0.71285 0.14235
O -3.86179 0.20062 0.03138
H -5.18323 -1.39308 2.81193
H -4.13333 -0.37305 3.35417
O -4.93448 -0.44442 2.60790
H -0.11182 1.18148 -0.11784
H -1.80137 1.22799 -0.36779
O -1.04934 1.21200 0.02286
H -0.45900 -6.29545 0.52027
H 0.90248 -5.69757 0.25705
O 0.07893 -5.71349 -0.17538
H 2.53722 2.80859 -4.73643
H 3.35303 2.38822 -3.37958
O 3.33424 2.33581 -4.48815
H -0.35379 -1.42031 2.56206
H -1.25524 -0.06305 2.33792
O -1.19981 -0.97069 2.80538
H -2.90699 -2.58274 -2.46147
H -2.51930 -1.80256 -3.59558
O -2.53879 -2.74720 -3.25392
H -1.28071 3.71860 -4.54708
H -2.43592 3.20484 -5.31431
O -2.23876 3.73094 -4.53582
H -5.73660 2.48313 2.50992
H -4.24395 2.08666 3.10697
O -4.80156 2.33107 2.22995
H 4.38029 3.09508 -1.77130
H 3.76260 4.47000 -2.30727
O 3.46354 3.59540 -1.85926
H -0.63656 -5.23566 2.74312
O -1.23246 -5.15601 1.98880
H 1.22475 0.19394 5.09765
H 0.08346 -0.10630 4.40550
O 0.98012 -0.31068 4.50426
H 2.10529 3.45256 -0.38545
H 0.81506 3.97695 -3.15462
H 2.68945 2.26814 5.30395
H -0.17310 -1.06610 -3.12064
H 1.63654 0.94980 -1.55362
H -1.28395 -4.17001 1.80342
O 5.25161 -1.44874 1.81850
H 5.73467 -0.65500 1.65272
H 4.78955 -1.45873 2.59733
O -2.45313 2.30012 -1.98199
H -2.84359 2.44448 -1.09273
H -3.05043 2.93174 -2.44764
O 0.21912 2.09359 -2.82237
H 0.13560 2.27515 -3.78263
H -0.66715 2.09995 -2.44883
O 3.22818 0.59435 3.05208
H 2.36365 0.10546 3.00106
H 3.26609 0.66693 2.16244
O -3.34751 -1.60664 4.93445
H -3.32507 -2.53132 5.02052
H -2.91919 -1.08378 5.65923
O 2.25242 -3.09953 -0.26086
H 1.38712 -3.04908 -0.75223
H 2.43097 -2.38188 0.24379
O 1.08345 -0.71328 1.36282
H 0.60880 -0.09626 1.98491
H 1.11044 -0.45221 0.37573

3.
Computed, not measured: a cluster of 40 separate species, H80O40 in total at a distorted geometry, with ωB97M-V with the def2-TZVPD basis set.

For the frontier orbital gap, the calculation gives 9.68 eV. The value obtained for the lowest unoccupied orbital energy is -0.43 eV. The value obtained for the HOMO energy is -10.11 eV.

Atoms and positions in Å:
H -0.59737 6.24819 -1.87875
H -1.39291 6.51745 -0.60956
O -1.30403 6.64128 -1.48595
H -0.71928 -1.63049 5.92229
H -1.67458 -1.65570 4.60469
O -1.44789 -1.43410 5.43472
H 0.88165 -5.47382 -2.80126
H 1.59908 -4.37393 -3.89637
O 0.87074 -4.66147 -3.30269
H 4.44411 4.06583 3.65035
H 3.49313 3.57455 4.44176
O 4.34502 3.23543 3.99441
H 4.65558 0.44426 -3.17471
H 4.55744 -0.42170 -4.44568
O 4.38753 -0.36051 -3.46233
H 3.53515 2.59214 1.23807
O 4.37006 2.74442 0.86452
H -4.10195 1.02606 -3.79746
O -4.01515 0.65482 -2.90027
H 4.48172 1.02873 1.83315
H 4.77131 -0.22366 2.76289
O 4.17484 0.34495 2.30853
H -4.70423 -1.93958 2.15887
H -5.14868 -1.18495 3.62177
O -4.48498 -1.33175 2.95906
H 0.85325 0.68273 3.48388
H 0.36810 -0.12881 4.37402
O 0.02184 0.76602 3.99712
H -1.84105 0.74679 3.75010
H -2.60126 -0.11700 2.67540
O -2.19125 0.69558 2.78404
H 1.48963 -0.66861 -4.49214
O 0.83965 -1.19389 -4.07196
H -2.00744 1.34701 -3.66792
H -1.40541 2.71600 -4.36056
O -1.25035 1.84123 -3.94401
H -2.34889 -5.73211 -2.67988
H -3.77402 -4.99479 -2.94728
O -3.20835 -5.38271 -2.29852
H -3.07632 4.99891 3.05209
H -2.60678 3.67306 2.71768
O -2.34350 4.37447 3.31120
H -4.14775 -1.82194 -2.37356
H -4.20948 -1.43812 -1.02730
O -4.61839 -2.15438 -1.61527
H 3.19857 2.41049 -2.06931
H 1.90357 2.94725 -2.12500
O 2.48262 2.48069 -2.74461
H 3.08071 4.41794 -2.06505
H 2.10369 5.10496 -1.11878
O 2.89558 4.49793 -1.09716
H 2.59486 -0.07892 2.57387
O 2.01620 -0.86369 2.89981
H 0.15055 2.51126 -2.33293
H 0.50941 3.29573 -0.94454
O 0.37821 3.45312 -1.89723
H -0.25741 3.08891 2.62540
O -0.66681 3.24612 1.87422
H -1.11901 -1.70665 2.40135
H -0.31970 -2.88216 2.12280
O -0.15679 -1.84223 2.37964
H 4.10276 1.12765 0.06244
H 2.88158 0.82191 -0.75572
O 3.86247 0.96949 -0.95145
H -4.16009 -5.03480 2.34429
H -4.76637 -4.43169 0.96145
O -4.55684 -4.22665 2.03307
H 1.81314 4.94990 1.94635
H 2.90479 5.50187 0.96860
O 2.63840 4.82580 1.49051
H -0.59735 -3.66425 -1.84861
H -1.69179 -3.13745 -1.26462
O -1.08340 -2.95127 -1.94471
H -0.92738 -1.02377 -1.77078
H -0.17402 0.23331 -1.94152
O -1.00245 -0.18897 -1.52435
H 1.65770 -3.25180 -0.39018
H 0.48296 -3.27807 0.56765
O 1.41033 -3.43133 0.45190
H 0.21159 -0.16522 1.20037
H 1.52758 -0.72898 0.43865
O 0.86037 -0.02755 0.39224
H -2.99743 -3.43283 2.13387
H -2.58026 -2.91215 0.73263
O -2.37494 -3.04383 1.63182
H -2.98224 0.44836 -0.62230
H -3.78208 0.30483 0.62195
O -3.60029 0.97058 -0.04273
H 3.51046 -4.12484 -3.47675
O 3.18789 -3.72244 -4.21119
H 3.38808 -1.42970 -2.62292
H 1.89450 -1.35652 -2.89572
O 2.60509 -1.85277 -2.38146
H 2.20290 -1.47789 2.17343
H 5.11724 3.15595 1.37939
H -1.30430 2.58401 1.69762
H -2.99900 0.60427 -2.83237
H 0.36345 -1.69899 -4.88939
H 2.87351 -2.94696 -3.76167
O 0.43507 3.03263 4.76927
H -0.15343 2.24255 4.92361
H -0.21202 3.69137 4.97055
O -3.09534 -1.74466 -4.91684
H -3.89077 -1.86360 -5.43097
H -2.72578 -1.01009 -5.37367
O 2.09946 -5.83521 0.98838
H 2.61749 -5.94061 0.15017
H 2.05146 -4.93104 1.23072
O -5.65560 2.52193 0.31313
H -4.79261 2.38063 -0.08200
H -6.36277 2.22211 -0.38284
O -1.24167 -5.02686 -0.50838
H -1.84663 -5.48448 0.14871
H -0.37242 -5.02487 -0.07536
O 0.10106 5.49415 0.74600
H 0.56044 4.70777 0.87817
H -0.69955 5.41369 1.21037
O 4.40612 -1.19344 0.01827
H 4.47547 -0.48454 0.55876
H 4.03914 -1.08778 -0.81097